Entry 1:
A gas-phase ion, C6H15N2 (charge +1), computed with ωB97M-V/def2-TZVPD.

Computed properties:
total charge = +1
energy relative to the best compared isomer or geometry (same formula, charge and spin) = 484.6 kJ/mol

Each line ends with the natural charge from an NBO analysis.
Element x y z (Å)
C  2.351  -1.335  0.300  -0.6207
C  1.477  -0.883  -0.856  -0.3939
C  1.440  0.628  -1.053  -0.4034
C  0.842  1.433  0.091  -0.4183
C  -0.675  1.309  0.121  -0.3401
N  -1.155  0.022  0.298  0.1177
C  -2.515  -0.186  0.153  -0.1770
N  -2.978  -1.029  1.201  -0.7547
H  2.369  -2.418  0.369  0.2299
H  3.386  -0.981  0.240  0.2223
H  2.032  -0.990  1.286  0.1995
H  1.885  -1.331  -1.763  0.2322
H  0.459  -1.290  -0.741  0.1986
H  0.854  0.815  -1.967  0.2011
H  2.436  0.991  -1.287  0.2397
H  1.259  1.160  1.058  0.2347
H  1.039  2.493  -0.048  0.2391
H  -1.094  1.718  -0.825  0.2767
H  -1.132  1.864  0.968  0.3359
H  -3.114  0.713  -0.064  0.2214
H  -2.544  -0.823  -0.771  0.3587
H  -3.983  -1.141  1.183  0.4072
H  -2.637  -0.739  2.105  0.3935

***

Entry 2:
A molecular structure, C14H15N5O7STi, computed with ωB97M-V/def2-TZVPD.

Computed properties:
total charge = -2
energy relative to the best compared isomer or geometry (same formula, charge and spin) = 29.7 kJ/mol

Each line ends with the natural charge from an NBO analysis.
Element x y z (Å)
Ti  0.429  0.243  -0.064  1.4438
C  1.759  -2.451  3.172  -0.6422
C  1.492  -1.314  2.236  0.0802
N  0.645  -1.407  1.185  -0.2959
O  0.046  -2.688  1.048  -0.6238
C  2.064  -0.064  2.346  0.0190
C  3.036  0.392  3.388  -0.6531
N  1.662  0.779  1.355  -0.1963
O  2.017  2.067  1.382  -0.7174
H  0.917  -3.142  3.197  0.2229
H  1.932  -2.076  4.185  0.1958
H  2.646  -3.030  2.888  0.1928
H  -0.583  -2.500  0.334  0.4938
H  3.935  -0.234  3.420  0.1857
H  2.612  0.396  4.400  0.1791
H  3.324  1.413  3.135  0.2512
O  2.915  0.522  -3.297  -0.6694
C  2.087  0.640  -2.407  0.6710
O  1.918  -0.154  -1.405  -0.7409
C  1.051  1.822  -2.405  0.6815
O  1.079  2.693  -3.257  -0.6558
O  0.192  1.721  -1.442  -0.7523
O  -1.061  -1.063  -0.829  -0.6299
N  -1.378  -1.064  -2.131  -0.0122
C  -0.376  -1.346  -3.000  0.0277
C  -0.566  -1.324  -4.349  -0.2903
C  -1.850  -1.006  -4.821  -0.1852
C  -2.857  -0.768  -3.931  -0.2595
C  -2.668  -0.814  -2.519  0.0506
S  -3.942  -0.617  -1.433  -0.3715
H  0.576  -1.529  -2.522  0.2638
H  0.275  -1.504  -5.001  0.2228
H  -2.045  -0.947  -5.885  0.1973
H  -3.861  -0.530  -4.251  0.2181
N  -1.836  2.931  2.415  -0.5293
C  -2.880  2.035  2.277  -0.1490
C  -2.423  1.066  1.439  -0.0585
N  -1.126  1.349  1.090  -0.4848
C  -0.793  2.473  1.680  0.1909
H  -1.823  3.763  2.972  0.4011
H  -3.835  2.188  2.745  0.1976
H  -2.926  0.208  1.024  0.2524
H  0.223  2.871  1.639  0.2787

***

Entry 3:
A single C5H6O2 molecule, computed with ωB97M-V/def2-TZVPD.

Computed properties:
total charge = 0
energy relative to the best compared isomer or geometry (same formula, charge and spin) = 19.6 kJ/mol
SMILES string = C[C@H]1C=CC(=O)O1

Each line ends with the natural charge from an NBO analysis.
Element x y z (Å)
C  -1.403  0.446  1.730  -0.6248
C  -0.706  -0.520  0.747  0.0453
C  1.011  0.172  -0.600  0.7442
C  -0.194  -0.070  -1.493  -0.3089
C  -1.163  -0.454  -0.670  -0.1497
H  -1.113  0.248  2.779  0.2280
H  -1.166  1.517  1.470  0.2263
H  -2.501  0.307  1.716  0.2173
H  -0.764  -1.551  1.139  0.2042
H  -0.102  0.056  -2.547  0.2424
H  -2.159  -0.863  -0.907  0.2240
O  0.706  -0.220  0.668  -0.4838
O  2.111  0.575  -0.909  -0.5646

***

Entry 4:
A molecular structure, C5H23BaO8, computed with ωB97M-V/def2-TZVPD.

Computed properties:
total charge = 0
multiplicity = 2
E_tot = -831.54282 a.u.

Each line ends with the Löwdin spin population.
Element x y z (Å)
Ba  -0.043  -0.001  -0.723  -0.0147
O  0.388  2.649  -0.911  0.0005
H  1.142  2.838  -0.318  0.0000
O  1.928  -1.895  -0.391  0.1801
H  1.793  -1.729  0.562  0.0020
O  1.446  -0.149  -2.836  0.8239
H  1.117  -1.045  -3.046  0.0119
C  0.685  0.915  2.793  -0.0001
O  1.246  0.062  1.742  -0.0005
H  1.344  1.764  2.973  0.0000
H  -0.324  1.212  2.505  0.0000
H  0.558  0.292  3.678  0.0000
H  2.150  -0.102  2.021  -0.0002
C  -0.674  -2.695  2.190  0.0000
O  -1.205  -1.987  1.118  -0.0004
H  -1.094  -2.219  3.076  0.0000
H  -0.868  -3.761  2.069  0.0000
H  0.389  -2.456  2.221  0.0000
H  -2.130  -2.195  0.966  0.0000
C  3.731  2.954  -0.771  0.0000
O  2.919  1.796  -0.945  -0.0010
H  3.651  3.669  -1.591  0.0000
H  3.596  3.532  0.143  0.0000
H  4.734  2.540  -0.871  0.0000
H  2.018  2.126  -0.920  -0.0002
C  -3.075  2.051  0.284  0.0000
O  -2.485  0.787  0.565  -0.0005
H  -4.140  1.919  0.091  0.0000
H  -2.961  2.753  1.111  0.0000
H  -2.624  2.455  -0.622  0.0000
H  -2.837  0.493  1.408  0.0000
C  -1.990  -2.735  -3.184  -0.0001
O  -1.222  -2.204  -2.123  -0.0006
H  -2.821  -3.365  -2.868  0.0000
H  -2.342  -1.987  -3.894  0.0000
H  -1.297  -3.359  -3.749  0.0000
H  -0.703  -2.925  -1.757  -0.0002

***

Entry 5:
2 unconnected molecules or ions with the total composition N3O3, computed with ωB97M-V/def2-TZVPD.

Computed properties:
total charge = -1
energy relative to the best compared isomer or geometry (same formula, charge and spin) = 189.1 kJ/mol

Each line ends with the natural charge from an NBO analysis.
Element x y z (Å)
N  0.709  -1.700  0.490  -0.0671
N  -0.365  1.182  0.348  0.1978
N  0.114  -1.500  -0.422  0.4333
O  -0.413  -1.382  -1.467  -0.3814
O  -0.817  2.382  0.165  -0.5983
O  0.772  1.018  0.887  -0.5844

***

Entry 6:
A single C5H5ClO2 molecule, computed with ωB97M-V/def2-TZVPD.

Computed properties:
total charge = 0
energy relative to the best compared isomer or geometry (same formula, charge and spin) = 393.3 kJ/mol

Each line ends with the natural charge from an NBO analysis.
Element x y z (Å)
C  0.162  -0.644  0.817  0.1168
C  -1.078  0.295  0.399  -0.0121
C  0.051  -0.777  -0.683  -0.0294
C  0.427  0.556  -1.215  -0.0292
C  -0.470  1.248  -0.456  -0.2324
H  1.383  -0.403  2.285  0.4722
H  -0.300  -1.480  1.480  0.1798
H  -1.863  0.749  1.081  0.2220
H  0.565  -1.553  -1.405  0.2124
H  -0.279  2.381  -0.385  0.2369
O  1.500  -0.466  1.332  -0.6963
O  -1.370  -0.780  -0.516  -0.4736
Cl  1.272  0.875  -2.734  0.0329